This record from OMol25 describes an isolated molecule of C3H3N5 in a non-equilibrium geometry. The level of theory is wB97M-V/def2-TZVPD.

Last columns: bonded neighbours and bond lengths (Å).
Geometry (Å):
1 N 1.35 -0.36 -0.49  N7 1.360, N11 1.312
2 H -1.00 0.85 -2.16  C5 1.089
3 N 0.01 0.59 3.86  C8 1.149
4 H -0.05 -0.69 -2.58  C5 1.141
5 C -0.68 -0.14 -1.81  H2 1.089, H4 1.141, N7 1.404, H10 1.067
6 N -0.50 0.39 0.49  N7 1.294, C9 1.322
7 N 0.04 -0.01 -0.62  N1 1.360, C5 1.404, N6 1.294
8 C 0.26 0.32 2.77  N3 1.149, C9 1.449
9 C 0.46 0.10 1.35  N6 1.322, C8 1.449, N11 1.359
10 H -1.53 -0.75 -1.60  C5 1.067
11 N 1.63 -0.29 0.79  N1 1.312, C9 1.359

Frontier orbital gap = 11.280 eV
Relative energy (zero: lowest compared OMol25 entry of this formula, charge and spin) = 18.9 kcal per mole
Total energy = -10608.0477 eV
SMILES string = Cn1nnc(C#N)n1
Total charge = 0